[1]
{
  "formula": "C2H4S2",
  "method": "wB97M-V/def2-TZVPD",
  "lumo_ev": -0.43,
  "homo_energy_ev": -9.01,
  "multiplicity": 1,
  "orbital_gap_ha": 0.3154,
  "smiles": "S=CCS",
  "species": ["C", "C", "H", "H", "H", "H", "S", "S"],
  "positions_angstrom": [[0.33, -0.02, 0.17], [-0.37, 0.91, -0.79], [0.02, -1.95, 1.45], [1.38, -0.15, 0.04], [0.06, 0.35, 1.14], [-1.48, 0.70, -0.60], [-0.44, -1.71, 0.29], [0.49, 1.87, -1.72]]
}

---

[2]
{
  "formula": "C2H4S3",
  "method": "wB97M-V/def2-TZVPD",
  "lumo_ev": -0.27,
  "homo_energy_ev": -8.66,
  "multiplicity": 1,
  "orbital_gap_ha": 0.3081,
  "smiles": "CSC(=S)S",
  "species": ["C", "C", "S", "S", "S", "H", "H", "H", "H"],
  "positions_angstrom": [[-1.75, 0.54, -0.11], [1.67, -0.06, 0.26], [-0.27, -0.65, 0.30], [2.65, -1.43, 0.01], [2.05, 1.47, 0.50], [-1.56, 1.49, 0.31], [-2.48, -0.07, 0.35], [1.50, -1.99, -0.46], [-1.80, 0.69, -1.14]]
}

---

[3]
{
  "formula": "C2H4S4",
  "method": "wB97M-V/def2-TZVPD",
  "lumo_ev": -0.40,
  "homo_energy_ev": -8.52,
  "multiplicity": 1,
  "orbital_gap_ha": 0.2986,
  "species": ["C", "C", "S", "S", "S", "S", "H", "H", "H", "H"],
  "positions_angstrom": [[-0.86, 0.24, -0.81], [1.26, 0.49, 1.16], [-0.91, -1.47, -0.67], [-1.23, 0.11, -2.67], [2.36, 1.26, 2.22], [0.75, 1.06, -0.37], [-0.20, -1.68, 0.59], [-1.44, -1.16, -2.57], [2.06, 0.53, 3.27], [-1.79, 0.62, -0.15]]
}

---

[4]
{
  "formula": "C2H51O25Zr",
  "method": "wB97M-V/def2-TZVPD",
  "lumo_ev": -2.18,
  "charge": 1,
  "homo_energy_ev": -12.57,
  "multiplicity": 1,
  "orbital_gap_ha": 0.3816,
  "species": ["Zr", "O", "H", "O", "H", "C", "C", "O", "H", "H", "H", "H", "H", "O", "H", "H", "O", "H", "H", "O", "H", "H", "O", "H", "H", "O", "H", "H", "O", "H", "H", "O", "H", "H", "O", "H", "H", "O", "H", "H", "O", "H", "H", "O", "H", "H", "O", "H", "H", "O", "H", "H", "O", "H", "H", "O", "H", "H", "O", "H", "H", "O", "H", "H", "O", "H", "H", "O", "H", "H", "O", "H", "H", "O", "H", "H", "O", "H", "H"],
  "positions_angstrom": [[-11.97, -6.53, 13.15], [-12.10, -4.99, 14.56], [-12.74, -5.27, 15.26], [-11.21, -6.76, 11.25], [-11.05, -5.87, 10.81], [-15.94, -7.87, 12.26], [-14.67, -7.24, 11.66], [-13.72, -7.31, 12.70], [-15.78, -8.92, 12.51], [-16.88, -7.81, 11.65], [-16.17, -7.28, 13.18], [-14.96, -6.17, 11.57], [-14.31, -7.61, 10.72], [-9.20, -9.36, 11.95], [-8.77, -8.61, 11.20], [-8.41, -9.45, 12.50], [-12.56, -4.73, 12.09], [-12.80, -4.18, 12.84], [-12.76, -4.32, 11.22], [-13.79, -10.57, 10.61], [-13.65, -9.73, 11.12], [-12.91, -10.96, 10.57], [-14.08, -7.81, 6.85], [-14.34, -8.69, 7.19], [-13.41, -7.40, 7.50], [-8.23, -7.62, 10.39], [-8.18, -6.74, 10.78], [-8.76, -7.39, 9.55], [-11.84, -10.47, 7.50], [-11.74, -9.91, 6.67], [-12.69, -10.79, 7.42], [-11.30, -11.51, 10.41], [-10.78, -10.91, 10.99], [-11.11, -11.11, 9.48], [-15.06, -11.71, 12.90], [-14.61, -11.39, 12.11], [-14.75, -12.62, 12.89], [-9.05, -9.80, 7.53], [-8.27, -10.39, 7.32], [-9.87, -10.30, 7.55], [-11.74, -9.01, 5.27], [-12.61, -8.54, 5.36], [-11.79, -9.52, 4.43], [-13.15, -10.11, 14.65], [-13.14, -10.64, 15.44], [-13.82, -10.57, 14.07], [-13.87, -3.88, 9.95], [-14.81, -3.93, 9.87], [-13.52, -3.70, 9.05], [-8.53, -4.93, 11.63], [-7.75, -4.41, 11.93], [-9.13, -4.31, 11.14], [-10.14, -4.27, 9.79], [-10.73, -3.66, 9.28], [-9.89, -5.00, 9.20], [-14.91, -10.37, 7.99], [-15.80, -10.46, 7.64], [-14.89, -10.49, 8.95], [-13.03, -7.43, 15.25], [-12.65, -8.14, 15.86], [-13.80, -7.79, 14.78], [-11.93, -3.33, 7.62], [-12.17, -4.06, 7.02], [-12.04, -2.55, 7.02], [-11.87, -7.63, 8.87], [-11.87, -7.18, 9.82], [-12.09, -8.60, 8.95], [-9.83, -5.98, 13.64], [-9.26, -5.69, 12.90], [-9.79, -5.56, 14.53], [-11.21, -8.48, 13.23], [-10.29, -8.85, 12.68], [-11.72, -9.08, 13.78], [-12.08, -5.32, 5.80], [-12.56, -6.18, 6.10], [-11.13, -5.48, 5.74], [-9.51, -6.91, 7.80], [-10.44, -6.98, 8.01], [-9.33, -7.87, 7.55]]
}

---

[5]
{
  "formula": "C2H5B",
  "method": "wB97M-V/def2-TZVPD",
  "lumo_ev": [-1.10, -0.38],
  "homo_energy_ev": [-9.43, -8.90],
  "multiplicity": 1,
  "orbital_gap_ha": [0.3063, 0.3129],
  "species": ["B", "C", "C", "H", "H", "H", "H", "H"],
  "positions_angstrom": [[-1.49, 0.46, 0.19], [1.67, 0.16, -0.11], [-0.33, -0.49, 0.19], [-1.52, 1.57, 0.72], [-2.26, -0.05, -0.48], [2.13, -0.82, -0.01], [2.13, 0.72, -0.91], [-0.31, -1.54, 0.41]]
}

---

[6]
{
  "formula": "C2H5B",
  "method": "wB97M-V/def2-TZVPD",
  "lumo_ev": 0.38,
  "homo_energy_ev": -9.04,
  "multiplicity": 1,
  "orbital_gap_ha": 0.3461,
  "species": ["B", "C", "C", "H", "H", "H", "H", "H"],
  "positions_angstrom": [[0.62, -0.42, 0.52], [0.72, 0.23, -0.79], [-0.87, -0.26, 0.49], [1.10, -0.78, 1.55], [1.33, 1.09, -1.00], [0.04, 0.06, -1.61], [-1.55, -0.48, -0.23], [-1.40, 0.56, 1.08]]
}

---

[7]
{
  "formula": "C2H5B",
  "method": "wB97M-V/def2-TZVPD",
  "lumo_ev": -0.14,
  "homo_energy_ev": -9.79,
  "multiplicity": 1,
  "orbital_gap_ha": 0.3546,
  "species": ["B", "C", "C", "H", "H", "H", "H", "H"],
  "positions_angstrom": [[0.97, 0.31, -0.02], [-0.41, 0.55, 0.22], [-0.03, -0.94, 0.10], [2.03, 0.93, -0.11], [-1.07, 0.94, 0.93], [-0.91, 1.19, -1.21], [-0.51, -1.42, -0.87], [-0.06, -1.56, 0.97]]
}

---

[8]
{
  "formula": "C2H5B",
  "method": "wB97M-V/def2-TZVPD",
  "lumo_ev": [0.90, -3.29],
  "homo_energy_ev": [-6.96, -10.84],
  "multiplicity": 3,
  "orbital_gap_ha": [0.2888, 0.2774],
  "species": ["B", "C", "C", "H", "H", "H", "H", "H"],
  "positions_angstrom": [[0.23, -0.37, 1.21], [0.02, 0.47, -0.06], [-0.40, -0.03, -1.24], [-0.06, -1.42, 1.36], [0.34, 1.49, 0.02], [0.88, 0.32, 2.08], [-0.52, 0.63, -2.02], [-0.48, -1.08, -1.35]]
}

---

Look up the multiplicity of the first one. 1